{
  "formula": "C11H19Cl3O4SW",
  "method": "ωB97M-V/def2-TZVPD",
  "e_tot_ev": -70129.383,
  "spin_multiplicity": 1,
  "species": ["C", "C", "C", "C", "C", "C", "C", "C", "C", "C", "W", "Cl", "Cl", "Cl", "H", "H", "H", "H", "H", "H", "H", "H", "H", "H", "H", "H", "H", "H", "H", "O", "H", "C", "S", "O", "O", "O", "H", "H", "H"],
  "positions_angstrom": [[-1.673, -0.942, -1.376], [-1.786, 0.416, -1.840], [-1.971, 1.274, -0.699], [-1.868, 0.817, -3.276], [-2.012, 0.451, 0.482], [-1.859, -0.929, 0.071], [-2.045, -2.075, 0.944], [-1.444, -2.135, -2.232], [-2.206, 2.749, -0.739], [-2.383, 0.890, 1.865], [-0.086, 0.145, -0.494], [0.981, 1.785, -2.047], [1.671, -1.337, -0.851], [0.754, 1.249, 1.345], [-1.214, 0.190, -3.898], [-1.587, 1.868, -3.410], [-2.901, 0.686, -3.632], [-1.549, 3.227, -1.479], [-2.019, 3.202, 0.243], [-3.250, 2.947, -1.022], [-2.107, 1.937, 2.031], [-1.883, 0.264, 2.615], [-3.466, 0.796, 2.034], [-2.072, -1.858, 2.006], [-0.890, -2.897, 0.722], [-2.834, -2.758, 0.610], [-0.804, -1.875, -3.083], [-2.388, -2.548, -2.613], [-0.931, -2.900, -1.616], [-0.267, -3.340, 0.015], [0.662, -3.171, 0.257], [6.185, 0.663, 3.105], [5.183, 0.307, 1.667], [5.133, 1.577, 0.930], [5.893, -0.767, 0.960], [3.889, -0.110, 2.234], [7.177, 0.980, 2.779], [6.260, -0.238, 3.714], [5.707, 1.460, 3.677]],
  "forces_ev_per_angstrom": [[-1.0, -0.1, 0.2], [-1.1, 0.4, 0.1], [-2.3, -0.6, 0.1], [0.3, 0.2, -0.2], [-0.9, 1.0, -0.4], [-3.4, -3.0, 1.6], [-2.0, 4.0, -0.6], [0.3, -0.6, -0.3], [0.3, 0.2, 0.0], [0.3, 0.1, 0.2], [10.2, 2.7, -1.0], [-1.1, -1.6, 1.4], [-1.2, 1.0, 0.1], [-0.7, -0.8, -0.6], [-0.2, 0.3, 0.2], [0.0, -0.3, 0.0], [0.2, 0.0, 0.2], [-0.2, -0.1, 0.2], [0.0, -0.1, -0.3], [0.3, -0.1, 0.1], [0.0, -0.3, 0.0], [0.0, 0.3, -0.1], [0.2, 0.0, -0.3], [0.1, 0.0, 0.0], [1.9, -1.3, -1.0], [1.1, -0.6, -0.2], [-0.2, -0.1, 0.1], [0.1, 0.2, 0.1], [-0.4, 0.4, -0.7], [0.4, -0.9, 0.9], [-0.5, -0.2, 0.3], [0.1, 0.0, 0.1], [0.4, 0.0, -0.2], [-0.3, -0.6, 0.2], [-0.5, 0.5, 0.3], [0.0, 0.1, -0.4], [-0.1, 0.0, 0.0], [0.0, 0.0, -0.1], [0.0, -0.1, -0.1]]
}

=====

{
  "formula": "C3H3ClO",
  "method": "ωB97M-V/def2-TZVPD",
  "e_tot_ev": -17721.751,
  "spin_multiplicity": 1,
  "relative_energy_kcal_mol": 154.44,
  "species": ["C", "C", "C", "O", "Cl", "H", "H", "H"],
  "positions_angstrom": [[-2.825, 1.089, 0.116], [-3.763, 0.348, 0.059], [-0.210, 0.188, -0.011], [-0.775, 1.405, -0.082], [-5.179, -0.548, -0.051], [-0.755, -0.418, 0.810], [0.817, 0.497, 0.302], [-0.500, -0.328, -0.980]],
  "forces_ev_per_angstrom": [[5.2, 1.0, -0.5], [-1.7, -1.0, -0.2], [-2.0, -2.5, 0.5], [-5.5, 2.3, 0.7], [1.0, 0.7, 0.2], [1.6, 0.6, -0.9], [-0.2, -1.0, -0.6], [1.6, 0.0, 0.9]]
}

=====

{
  "formula": "C45H62AlClN4O3Si4Te",
  "method": "ωB97M-V/def2-TZVPD",
  "e_tot_ev": -117704.392,
  "spin_multiplicity": 2,
  "charge": -1,
  "species": ["Al", "O", "C", "O", "C", "C", "C", "N", "C", "C", "C", "C", "C", "C", "C", "N", "C", "C", "C", "C", "C", "N", "H", "H", "H", "H", "H", "H", "H", "H", "H", "H", "Cl", "C", "Si", "C", "C", "Si", "Si", "C", "C", "C", "Si", "C", "C", "C", "H", "H", "H", "H", "H", "H", "H", "H", "H", "H", "H", "H", "H", "H", "H", "H", "H", "H", "H", "H", "H", "H", "H", "H", "H", "H", "H", "C", "C", "O", "N", "Te", "C", "C", "C", "C", "C", "C", "C", "C", "C", "C", "C", "C", "C", "C", "C", "C", "C", "C", "H", "H", "H", "H", "H", "H", "H", "H", "H", "H", "H", "H", "H", "H", "H", "H", "H", "H", "H", "H", "H", "H", "H", "H", "H"],
  "positions_angstrom": [[0.352, 0.065, 0.101], [3.058, -6.264, -0.187], [1.855, -5.997, -0.164], [0.859, -6.722, -0.234], [1.512, -4.458, -0.092], [0.189, -4.044, -0.043], [-0.117, -2.687, -0.104], [0.873, -1.761, -0.192], [2.148, -2.166, -0.394], [2.508, -3.498, -0.299], [2.956, -1.097, -0.924], [4.351, -1.097, -0.962], [5.008, -0.066, -1.592], [4.242, 0.931, -2.209], [2.871, 0.893, -2.067], [2.222, -0.070, -1.424], [-1.396, -2.103, -0.313], [-2.592, -2.827, -0.387], [-3.729, -2.242, -0.880], [-3.654, -0.898, -1.292], [-2.479, -0.224, -1.108], [-1.356, -0.758, -0.611], [-0.575, -4.810, -0.016], [3.519, -3.843, -0.464], [4.884, -1.893, -0.467], [6.087, -0.024, -1.605], [4.717, 1.737, -2.748], [2.257, 1.681, -2.487], [-2.593, -3.860, -0.082], [-4.659, -2.783, -0.961], [-4.504, -0.406, -1.737], [-2.413, 0.816, -1.354], [-2.564, 2.362, 0.537], [-1.435, -3.370, 3.136], [-1.734, -1.506, 3.442], [-3.385, -1.028, 2.582], [-2.121, -1.428, 5.323], [0.011, -0.085, 2.662], [-0.357, 1.940, 3.973], [0.910, 3.283, 3.435], [-0.122, 1.941, 5.888], [-2.076, 2.820, 3.872], [2.043, -0.932, 3.679], [2.170, -0.882, 5.604], [3.633, -0.024, 3.093], [2.320, -2.795, 3.323], [-2.359, -3.941, 3.087], [-0.830, -3.798, 3.930], [-0.901, -3.536, 2.208], [-4.098, -1.847, 2.540], [-3.202, -0.712, 1.560], [-3.869, -0.197, 3.088], [-2.851, -2.174, 5.624], [-2.507, -0.454, 5.606], [-1.218, -1.603, 5.899], [1.916, 2.876, 3.456], [0.910, 4.179, 4.052], [0.703, 3.582, 2.408], [0.902, 1.734, 6.176], [-0.744, 1.181, 6.346], [-0.395, 2.895, 6.338], [-2.224, 3.349, 2.935], [-2.235, 3.534, 4.678], [-2.864, 2.076, 3.940], [2.340, 0.124, 5.971], [2.981, -1.504, 5.974], [1.251, -1.244, 6.054], [3.728, 0.953, 3.562], [3.590, 0.132, 2.020], [4.542, -0.578, 3.316], [1.701, -3.407, 3.974], [3.354, -3.097, 3.481], [2.064, -3.054, 2.302], [2.152, 3.460, -0.006], [1.369, 2.174, 0.138], [1.944, 1.203, 0.686], [0.158, 2.008, -0.333], [-0.893, 3.875, -0.061], [-2.607, 5.270, 0.250], [-3.804, 5.231, -0.456], [-3.966, 4.343, -1.648], [-4.892, 5.992, -0.045], [-4.834, 6.772, 1.094], [-6.016, 7.573, 1.556], [-3.649, 6.786, 1.814], [-2.543, 6.055, 1.409], [-1.298, 6.154, 2.247], [-0.658, 4.432, -2.153], [-0.329, 5.773, -2.370], [-0.231, 6.761, -1.249], [-0.087, 6.234, -3.660], [-0.143, 5.388, -4.753], [0.093, 5.883, -6.148], [-0.438, 4.053, -4.521], [-0.704, 3.560, -3.249], [-1.088, 2.124, -3.121], [3.209, 3.218, 0.084], [1.907, 4.154, 0.797], [1.960, 3.936, -0.968], [-2.998, 4.034, -2.027], [-4.506, 4.854, -2.442], [-4.532, 3.456, -1.365], [-5.803, 5.956, -0.624], [-6.844, 7.478, 0.858], [-5.751, 8.628, 1.642], [-6.346, 7.231, 2.538], [-3.592, 7.373, 2.721], [-1.524, 6.618, 3.207], [-0.547, 6.769, 1.751], [-0.871, 5.172, 2.444], [-0.020, 6.252, -0.306], [-1.169, 7.308, -1.149], [0.561, 7.482, -1.451], [0.165, 7.276, -3.805], [0.402, 6.925, -6.144], [-0.825, 5.797, -6.729], [0.859, 5.292, -6.651], [-0.466, 3.372, -5.360], [-0.977, 1.607, -4.071], [-2.133, 2.057, -2.820], [-0.479, 1.606, -2.378]],
  "forces_ev_per_angstrom": [[-0.5, -0.1, 0.3], [0.8, 0.0, 0.0], [-0.4, 0.8, 0.0], [-0.5, -0.4, 0.1], [-0.8, -0.6, -0.1], [0.8, -0.5, 0.1], [-0.4, 0.4, -0.2], [0.4, -0.2, 0.4], [-0.4, -1.1, 0.5], [0.2, 0.9, -0.1], [0.3, 1.0, -0.6], [-0.2, -0.1, 0.1], [-0.4, 0.3, -0.2], [0.4, -0.2, 0.2], [0.1, 0.0, -0.2], [0.6, -0.5, -0.2], [0.3, -0.5, 0.1], [-0.6, -0.1, -0.1], [0.4, -0.3, 0.2], [0.1, 0.2, -0.1], [-0.3, 0.3, -0.2], [0.2, 0.4, 0.3], [0.0, 0.0, 0.0], [0.1, 0.0, -0.1], [0.1, -0.1, 0.0], [0.1, 0.0, -0.1], [0.0, 0.1, 0.0], [-0.1, 0.1, 0.0], [0.0, -0.2, 0.1], [0.0, -0.2, 0.0], [0.0, 0.2, 0.0], [0.0, 0.0, -0.1], [-0.3, -0.3, 0.2], [0.1, 0.6, -0.1], [-0.7, -0.4, 0.3], [0.6, 0.0, 0.1], [0.3, 0.2, -0.5], [-0.1, 0.1, 0.8], [0.0, 0.9, 0.5], [-0.3, -0.4, -0.2], [0.1, -0.5, -0.5], [0.4, -0.4, -0.3], [0.7, -0.4, 0.5], [-0.3, 0.2, -0.6], [-0.6, -0.2, -0.1], [-0.3, 0.6, -0.2], [-0.3, 0.1, 0.1], [0.2, 0.0, 0.2], [0.1, -0.1, -0.1], [0.0, -0.2, 0.1], [0.0, 0.1, -0.3], [0.0, 0.2, 0.2], [-0.2, -0.2, -0.1], [-0.1, 0.3, 0.1], [0.2, 0.0, 0.2], [0.3, -0.1, -0.1], [-0.2, 0.1, 0.2], [0.1, 0.1, -0.1], [0.2, -0.1, 0.0], [-0.2, -0.3, 0.2], [-0.1, 0.2, -0.2], [-0.1, 0.0, -0.1], [0.2, 0.0, 0.2], [-0.3, -0.2, 0.0], [0.0, 0.2, 0.1], [0.2, -0.2, -0.2], [-0.2, -0.1, 0.1], [-0.1, 0.2, 0.1], [0.1, 0.1, -0.2], [0.0, -0.3, 0.2], [-0.2, -0.1, 0.1], [0.2, 0.1, 0.1], [-0.1, -0.1, -0.2], [0.2, 0.0, 0.2], [0.7, 1.3, 0.0], [0.2, -0.8, 0.1], [-0.3, -0.4, -0.3], [-0.4, 0.5, -0.5], [0.0, -0.1, 0.1], [0.2, -0.1, -0.3], [-0.1, 0.0, -0.1], [0.1, 0.1, 0.1], [0.0, 0.0, 0.0], [0.1, 0.0, 0.0], [-0.1, 0.0, -0.1], [0.2, 0.1, 0.1], [0.0, 0.0, 0.1], [0.2, 0.0, 0.0], [0.0, 0.0, 0.2], [0.0, 0.1, 0.0], [0.0, -0.2, -0.1], [0.0, 0.0, 0.1], [0.0, 0.0, 0.0], [0.0, 0.1, 0.1], [0.0, -0.2, 0.0], [0.1, -0.2, 0.0], [0.0, 0.0, 0.0], [0.0, 0.1, 0.0], [0.0, 0.0, 0.0], [-0.1, -0.1, -0.2], [0.0, 0.0, -0.1], [0.0, -0.1, -0.1], [-0.2, 0.0, -0.1], [-0.1, 0.0, 0.0], [-0.1, 0.1, 0.0], [-0.1, 0.0, 0.0], [0.1, 0.1, 0.1], [0.0, 0.0, 0.0], [0.1, 0.0, 0.0], [0.1, 0.1, 0.1], [0.1, 0.4, 0.0], [0.0, 0.0, 0.2], [0.1, 0.0, 0.1], [0.0, 0.1, 0.0], [0.0, 0.1, -0.1], [0.0, 0.0, -0.1], [0.0, 0.0, 0.0], [-0.1, -0.1, -0.1], [-0.1, 0.0, -0.1], [0.0, -0.1, 0.0], [-0.2, 0.1, -0.1]]
}

=====

{
  "formula": "H16O8",
  "method": "ωB97M-V/def2-TZVPD",
  "e_tot_ev": -16639.543,
  "spin_multiplicity": 2,
  "charge": -1,
  "relative_energy_kcal_mol": 8.88,
  "species": ["O", "H", "H", "O", "H", "H", "O", "H", "H", "O", "H", "H", "O", "H", "H", "O", "H", "H", "O", "H", "H", "O", "H", "H"],
  "positions_angstrom": [[2.084, -0.429, -3.170], [1.479, -0.499, -2.432], [2.115, -1.311, -3.540], [-1.001, 0.102, 2.805], [-0.866, 0.994, 2.484], [-1.295, 0.215, 3.709], [-0.240, 2.944, 2.014], [0.442, 2.780, 1.362], [0.124, 3.629, 2.575], [-0.729, -1.195, -2.449], [-1.449, -1.729, -2.112], [-0.869, -0.332, -2.060], [-1.962, 1.482, -2.155], [-2.513, 0.772, -1.826], [-2.497, 1.912, -2.821], [1.476, -1.745, 3.064], [0.568, -1.443, 3.033], [1.737, -1.816, 2.145], [-0.141, 0.258, -0.176], [-0.692, 0.958, -0.527], [-0.306, 0.273, 0.767], [1.694, -1.998, 0.110], [1.346, -1.175, -0.234], [1.493, -2.645, -0.566]],
  "forces_ev_per_angstrom": [[0.6, 0.3, -0.2], [-0.4, 0.0, 0.1], [-0.2, -0.2, -0.1], [0.0, -0.7, -0.1], [0.1, 0.8, 0.0], [-0.1, 0.0, 0.3], [-0.4, -0.3, 0.1], [0.3, -0.1, -0.5], [0.1, 0.3, 0.3], [0.5, -0.7, -0.6], [-0.3, -0.1, 0.2], [-0.1, 0.3, 0.0], [1.0, 0.2, 0.4], [-0.8, -0.5, 0.3], [-0.3, 0.4, -0.5], [0.3, -0.2, 0.6], [-0.3, 0.3, -0.1], [0.0, -0.1, -0.6], [0.7, -0.1, 0.1], [-0.4, 0.7, -0.3], [-0.2, -0.3, 0.4], [0.5, -0.3, 0.3], [-0.5, 0.5, -0.1], [-0.1, -0.1, -0.1]]
}

=====

{
  "formula": "CH3N2OP",
  "method": "ωB97M-V/def2-TZVPD",
  "e_tot_ev": -15399.849,
  "spin_multiplicity": 1,
  "relative_energy_kcal_mol": 55.36,
  "smiles": "O=PN1CN1",
  "species": ["O", "P", "N", "C", "N", "H", "H", "H"],
  "positions_angstrom": [[2.644, -0.961, 0.001], [2.083, 0.379, -0.108], [0.455, 0.187, -0.034], [-0.825, -0.359, 0.187], [-0.943, 1.070, 0.169], [-0.999, -0.806, 1.165], [-1.238, -0.953, -0.631], [-1.176, 1.443, -0.748]],
  "forces_ev_per_angstrom": [[0.7, -1.1, 0.0], [-0.4, 1.0, 0.1], [-3.0, 1.8, 0.1], [0.0, -1.0, -0.1], [2.5, -0.4, 0.3], [0.0, 0.1, -0.1], [0.0, 0.1, 0.0], [0.2, -0.4, -0.3]]
}

=====

{
  "formula": "C5H13ClCrNO2S",
  "method": "ωB97M-V/def2-TZVPD",
  "e_tot_ev": -62733.450,
  "spin_multiplicity": 9,
  "charge": 1,
  "species": ["Cr", "Cl", "C", "C", "O", "N", "C", "H", "H", "H", "H", "H", "H", "H", "C", "S", "O", "C", "H", "H", "H", "H", "H", "H"],
  "positions_angstrom": [[13.914, -5.828, 16.636], [14.265, -7.388, 15.996], [12.937, -9.912, 15.805], [14.357, -10.405, 15.601], [14.461, -11.598, 15.856], [15.299, -9.518, 15.440], [16.775, -9.668, 15.400], [12.870, -9.795, 16.886], [12.393, -10.773, 15.415], [12.793, -8.947, 15.320], [15.131, -8.553, 15.193], [17.160, -10.164, 16.291], [17.188, -8.661, 15.346], [16.993, -10.159, 14.452], [15.654, -8.607, 19.811], [16.064, -7.557, 18.444], [17.510, -7.102, 18.576], [15.962, -8.817, 17.092], [16.321, -9.468, 19.810], [14.626, -8.938, 19.662], [15.731, -8.091, 20.768], [14.935, -8.889, 16.733], [16.330, -9.727, 17.566], [16.643, -8.528, 16.292]],
  "forces_ev_per_angstrom": [[-3.8, 17.4, 7.0], [0.9, -11.1, -7.3], [0.9, 0.2, -1.1], [-5.1, -4.0, 1.2], [2.2, 0.5, -0.6], [5.9, -2.0, -3.9], [1.1, -3.6, -4.9], [-0.5, 0.0, 0.0], [-0.6, 0.5, 0.3], [-0.9, -0.6, 0.0], [-1.0, 0.2, -1.4], [0.6, -0.7, -1.4], [1.2, -0.7, -2.1], [0.3, -0.6, 0.0], [0.0, -0.2, 1.1], [-2.7, -0.2, -0.7], [1.6, -0.1, 0.1], [2.1, 2.5, 6.7], [0.0, 0.1, 0.1], [0.0, 0.0, 0.0], [0.1, 0.0, -0.1], [-0.7, 0.2, 2.4], [-0.5, 0.2, 0.4], [-1.4, 2.2, 4.2]]
}

=====

Question: What is the formula in the fourth record?
Answer: H16O8